Arrangement 1

Density functional theory data (ωB97M-V/def2-TZVPD) for a single C2H4O2 molecule.

```
! RIJCOSX wB97M-V def2-TZVPD def2/J DEFGRID3
* xyz 0 1
C -1.04 -0.07 -0.01
C 0.54 0.18 -0.17
O 1.05 1.28 -0.02
O 1.31 -0.93 -0.02
H -0.79 -0.61 0.94
H -1.68 -0.49 -0.91
H -1.60 0.90 0.21
H 2.22 -0.26 -0.03
*
```

Summary:
SMILES string: CC(=O)O
HOMO: -10.59 eV

Arrangement 2

Density functional theory data (ωB97M-V/def2-TZVPD) for 2 unconnected molecules or ions with the total composition C2H4O2.

```
! RIJCOSX wB97M-V def2-TZVPD def2/J DEFGRID3
* xyz 0 1
C -0.14 -0.76 -0.75
C -0.48 0.07 0.38
O 0.11 -1.08 0.63
O 0.60 1.79 0.70
H -0.92 -1.33 -1.23
H 0.75 -0.55 -1.33
H -1.38 0.46 0.79
H 1.47 1.40 0.81
*
```

Summary:
HOMO: -9.94 eV

Arrangement 3

Density functional theory data (ωB97M-V/def2-TZVPD) for 2 unconnected molecules or ions with the total composition C2H4O2.

```
! RIJCOSX wB97M-V def2-TZVPD def2/J DEFGRID3
* xyz 0 1
C -0.47 -1.02 -2.92
O -0.60 -0.70 -1.71
H -0.69 -2.04 -3.31
H -0.14 -0.25 -3.66
C 0.48 0.98 2.92
O 0.64 1.10 1.69
H 1.32 0.79 3.63
H -0.53 1.13 3.36
*
```

Summary:
SMILES string: C=O.C=O
HOMO: -10.11 eV

Q: Which of them is the most stable? A: arrangement 1.

Arrangement 1

Density functional theory data (ωB97M-V/def2-TZVPD) for a single C2H4O2 molecule.

```
! RIJCOSX wB97M-V def2-TZVPD def2/J DEFGRID3
* xyz 0 1
C 0.91 -0.31 -0.02
O 0.16 0.86 -0.06
C -1.13 0.57 -0.04
O -1.65 -0.54 -0.04
H 0.53 -1.06 -0.72
H 1.98 -0.02 -0.21
H 0.96 -0.91 0.90
H -1.76 1.41 0.19
*
```

Summary:
SMILES string: COC=O
HOMO: -10.79 eV

Arrangement 2

Density functional theory data (ωB97M-V/def2-TZVPD) for a single C2H4O2 molecule.

```
! RIJCOSX wB97M-V def2-TZVPD def2/J DEFGRID3
* xyz 0 1
O -0.50 -1.13 1.19
C -0.03 -0.06 0.45
C 0.05 -0.15 -0.89
O 0.20 0.99 -1.59
H -0.23 -1.03 2.11
H 0.48 0.72 1.00
H -0.31 -0.99 -1.47
H 0.34 1.65 -0.81
*
```

Summary:
SMILES string: O/C=C/O
HOMO: -8.12 eV

Q: Which of them is the most stable? A: arrangement 1.

Arrangement 1

Density functional theory data (ωB97M-V/def2-TZVPD) for a molecular structure, C2H6AsF6N2O6RhS.

```
! RIJCOSX wB97M-V def2-TZVPD def2/J DEFGRID3
* xyz 1 2
Rh -0.35 -1.76 -0.69
C 2.15 3.26 -0.22
O 2.13 1.88 -0.59
C 1.06 1.18 -0.68
O 1.03 0.05 -1.13
N -0.16 1.79 -0.22
N -1.35 1.29 -0.49
H 3.15 3.61 -0.50
H 2.05 3.37 0.86
H 1.40 3.83 -0.76
H -0.09 2.37 0.62
H -1.45 0.67 -1.34
H -2.07 1.27 0.23
F 0.03 -0.45 1.39
As 0.59 -2.07 2.30
F 1.35 -2.39 0.56
F 1.04 -3.58 2.87
F 2.04 -1.24 2.68
F -0.26 -1.52 3.67
F -0.90 -2.70 1.48
O -1.46 -0.63 -2.39
S -2.40 -1.80 -2.09
O -1.39 -2.94 -2.05
O -2.60 -1.54 -0.62
O -3.53 -1.93 -2.90
*
```

Summary:
HOMO (alpha / beta): -13.93 / -13.91 eV
<S²>: 0.99

Arrangement 2

Density functional theory data (ωB97M-V/def2-TZVPD) for a molecular structure, C2H6AsF6N2O6RhS.

```
! RIJCOSX wB97M-V def2-TZVPD def2/J DEFGRID3
* xyz 1 2
Rh -1.13 1.35 0.79
C 0.18 -2.66 -2.92
O -0.18 -2.58 -1.52
C 0.39 -1.76 -0.70
O 0.12 -1.60 0.45
N 1.50 -0.97 -1.24
N 2.07 -0.14 -0.41
H -0.46 -3.43 -3.33
H 1.22 -2.97 -3.02
H -0.02 -1.71 -3.42
H 1.81 -0.98 -2.20
H 2.80 0.47 -0.74
H 1.68 -0.12 0.54
F 0.57 0.86 1.92
As -0.36 1.03 3.57
F 0.83 2.11 4.06
F 0.41 -0.36 4.13
F -1.43 1.28 4.83
F -1.54 0.07 2.62
F -1.13 2.38 2.57
O -1.05 0.55 -1.10
S -1.51 2.00 -1.37
O -1.71 2.43 -2.68
O -2.64 2.05 -0.34
O -0.44 2.68 -0.49
*
```

Summary:
HOMO (alpha / beta): -15.39 / -15.51 eV
<S²>: 0.75

Q: Which of them is the most stable? A: arrangement 2.

Arrangement 1

Density functional theory data (ωB97M-V/def2-TZVPD) for a gas-phase ion, C4H12N2S (charge -1).

```
! RIJCOSX wB97M-V def2-TZVPD def2/J DEFGRID3
* xyz -1 2
C -0.05 -1.02 -0.54
N 0.68 -0.54 0.61
C 1.89 0.18 0.16
N 2.62 0.88 1.30
C -0.98 0.14 -1.06
C -1.99 0.77 -0.13
S -2.86 -0.37 0.98
H -0.64 -1.95 -0.37
H 0.66 -1.20 -1.39
H 1.09 -1.37 1.02
H 2.48 -0.57 -0.36
H 1.66 1.04 -0.68
H 3.11 0.30 1.97
H 1.83 1.28 1.92
H -1.56 -0.29 -2.06
H -0.27 0.94 -1.45
H -2.65 1.51 -0.56
H -1.36 1.26 0.61
H -3.66 -0.96 0.04
*
```

Summary:
HOMO (alpha / beta): 1.42 / -5.46 eV
<S²>: 0.75

Arrangement 2

Density functional theory data (ωB97M-V/def2-TZVPD) for 2 unconnected molecules or ions with the total composition C4H12N2S.

```
! RIJCOSX wB97M-V def2-TZVPD def2/J DEFGRID3
* xyz -1 2
C -0.21 1.89 -0.20
C -0.30 2.21 1.08
N -1.33 1.81 1.96
N 0.91 2.28 -1.00
H -1.00 1.32 -0.68
H 0.49 2.82 1.52
H -1.26 2.29 2.84
H -1.34 0.80 2.12
H 0.61 2.54 -1.92
H 1.56 1.51 -1.09
C 1.07 -1.56 -0.85
C -0.03 -2.59 -0.63
S -1.07 -2.04 0.76
H 1.70 -1.48 0.04
H 0.65 -0.58 -1.05
H 1.72 -1.87 -1.69
H -0.64 -2.69 -1.52
H 0.41 -3.56 -0.41
H -1.93 -3.09 0.74
*
```

Summary:
HOMO (alpha / beta): 0.99 / -5.13 eV
<S²>: 0.75

Arrangement 3

Density functional theory data (ωB97M-V/def2-TZVPD) for 2 unconnected molecules or ions with the total composition C4H12N2S.

```
! RIJCOSX wB97M-V def2-TZVPD def2/J DEFGRID3
* xyz -1 2
C -0.80 -0.23 0.69
N -0.83 1.08 -0.01
C 0.40 1.39 -0.77
C 1.75 0.96 -0.12
S 2.26 -0.79 -0.34
C -1.45 -1.27 -0.27
N -2.54 -0.66 -1.07
H 0.16 -0.58 1.05
H -1.47 0.06 1.54
H 2.10 -0.85 3.03
H 0.40 2.42 -1.14
H 0.43 0.79 -1.69
H 2.51 1.54 -0.64
H 1.65 1.27 0.92
H -1.73 -2.22 0.23
H -0.57 -1.59 -0.83
H -2.38 -1.01 -2.02
H 2.32 -0.65 2.34
H -2.21 0.36 -0.91
*
```

Summary:
HOMO (alpha / beta): -2.80 / -2.78 eV
<S²>: 0.76

Q: Which of them is the most stable? A: arrangement 2.